{
  "formula": "C39H44AsIMoN6O2S2",
  "method": "wB97M-V/def2-TZVPD",
  "symbols": ["Mo", "N", "C", "C", "N", "C", "C", "N", "H", "H", "H", "H", "H", "H", "H", "H", "H", "H", "H", "H", "H", "S", "C", "C", "N", "C", "S", "C", "N", "I", "C", "C", "C", "C", "C", "C", "C", "O", "O", "H", "H", "H", "H", "C", "C", "C", "C", "C", "C", "As", "N", "C", "C", "C", "C", "C", "C", "C", "C", "C", "C", "C", "C", "C", "C", "C", "C", "C", "C", "H", "H", "H", "H", "H", "H", "H", "H", "H", "H", "H", "H", "H", "H", "H", "H", "H", "H", "H", "H", "H", "H", "H", "H", "H", "H", "H"],
  "coordinates": [[1.426610, 21.868290, 7.714149], [3.334150, 22.559998, 6.916901], [3.450436, 22.851660, 5.459102], [4.386823, 21.930036, 4.634912], [4.278608, 20.535151, 4.956429], [4.748294, 19.487467, 4.090772], [4.923631, 18.129940, 4.816090], [3.781609, 17.690244, 5.594138], [3.743933, 23.350507, 7.431520], [4.028439, 21.795382, 7.128737], [3.843760, 23.873455, 5.293153], [2.465168, 22.814383, 5.030271], [5.425346, 22.295594, 4.752826], [4.154958, 22.127574, 3.564451], [4.521580, 20.366883, 5.939123], [5.717343, 19.735055, 3.628651], [4.082520, 19.277783, 3.204587], [5.821927, 18.167975, 5.451186], [5.071637, 17.331471, 4.087154], [2.922755, 17.660526, 5.026693], [3.651251, 18.271863, 6.429005], [-0.048222, 23.392675, 8.695923], [-0.078898, 22.571722, 10.241790], [-1.305526, 22.798230, 10.891893], [-2.359642, 23.000522, 11.312503], [0.934042, 21.879630, 10.854488], [2.141053, 21.063982, 9.844366], [0.888107, 21.725775, 12.274700], [0.875704, 21.725617, 13.441075], [8.794426, 16.262641, 11.575132], [7.859500, 17.905092, 10.689637], [8.287818, 19.240872, 10.800329], [7.629275, 20.205418, 10.042269], [6.583690, 19.895671, 9.148135], [6.181271, 18.554228, 9.113503], [6.737316, 17.596363, 9.937078], [5.781197, 20.838541, 8.251511], [5.980805, 22.069752, 8.283215], [4.875485, 20.252586, 7.523520], [9.093898, 19.536393, 11.450466], [7.893606, 21.239280, 10.176594], [5.392221, 18.226830, 8.418055], [6.327411, 16.597851, 9.954977], [-6.550621, 21.747685, 5.470590], [-5.049620, 21.504050, 5.482308], [-4.265426, 21.548607, 4.315554], [-2.874628, 21.383013, 4.343835], [-2.139871, 21.467775, 3.019675], [-2.248237, 21.001860, 5.550500], [-0.245154, 20.570882, 5.466112], [0.974447, 20.077905, 7.376482], [0.796752, 18.862184, 7.976998], [1.726943, 18.205759, 8.817096], [1.317987, 17.169426, 9.654522], [0.016240, 16.694390, 9.582082], [-0.880023, 17.258907, 8.688466], [-0.455605, 18.223995, 7.805727], [-0.095879, 18.970563, 4.242242], [-0.968506, 17.867721, 4.255297], [-2.424783, 18.046889, 4.581834], [-0.541612, 16.632942, 3.719952], [0.703191, 16.481949, 3.114562], [1.262645, 15.136297, 2.770280], [1.414629, 17.668864, 2.848794], [1.033314, 18.904848, 3.355137], [1.626443, 20.176724, 2.840459], [-2.988159, 20.978984, 6.723907], [-2.438372, 20.678042, 8.095694], [-4.365139, 21.258818, 6.672168], [-6.899273, 21.850210, 4.447396], [-6.842859, 22.708824, 5.957325], [-7.108959, 20.952015, 5.985256], [-4.749330, 21.713427, 3.337312], [-2.775586, 21.946256, 2.271582], [-1.842115, 20.470059, 2.591358], [-1.223839, 22.075131, 3.008108], [2.714772, 18.642822, 8.896466], [2.027390, 16.725508, 10.351866], [-0.307306, 15.872967, 10.196674], [-1.893043, 16.864237, 8.630867], [-1.048953, 18.596244, 6.992105], [-2.693681, 18.161890, 5.660401], [-2.974089, 17.149474, 4.297218], [-2.869976, 18.849785, 4.013026], [-1.186027, 15.770725, 3.880744], [0.669677, 14.364351, 3.288271], [2.305025, 15.072800, 3.106816], [1.253342, 14.977575, 1.678844], [2.307247, 17.608096, 2.218483], [2.259589, 20.041742, 1.951895], [2.234261, 20.720611, 3.541535], [0.869524, 20.905141, 2.504974], [-1.344415, 20.572345, 8.145639], [-2.945543, 19.797375, 8.504832], [-2.652153, 21.481727, 8.810333], [-4.901457, 21.216541, 7.650828]],
  "forces_ev_per_a": [[1.034, -1.418, -0.396], [0.632, -0.128, 0.109], [0.589, 0.252, -0.832], [0.672, 0.137, -0.366], [-1.379, -0.239, 0.348], [0.315, -0.468, -1.173], [-0.181, 0.368, 0.077], [-0.452, 0.037, 0.554], [-0.251, -0.398, 0.054], [-0.161, -0.163, 0.299], [-0.371, -0.379, 0.343], [-0.608, -0.050, -0.265], [-0.119, 0.033, 0.103], [-0.063, -0.201, 0.522], [0.167, -0.056, -0.437], [0.113, 0.021, 0.033], [0.183, 0.500, 0.783], [-0.359, -0.043, -0.019], [0.369, 0.266, -0.308], [0.574, 0.242, 0.540], [-0.144, -0.197, -0.588], [0.425, -0.991, -0.546], [0.592, 0.311, 0.813], [-0.934, 0.523, 0.816], [0.179, -0.136, -0.019], [-0.442, -0.305, -1.407], [-0.102, 1.788, 0.660], [0.133, -0.180, 1.860], [0.017, -0.143, -1.997], [0.218, 0.225, 0.292], [-0.195, 0.577, 0.219], [-0.527, -0.747, -0.549], [-0.735, 0.320, -0.373], [0.017, -1.115, 0.165], [-0.647, 0.015, -0.336], [0.434, 0.012, -0.199], [-0.175, 0.427, -0.031], [-0.143, -0.980, -0.034], [0.630, 0.895, 1.226], [0.157, -0.097, 0.058], [0.178, 0.280, -0.107], [0.359, 0.428, 0.489], [0.116, -0.123, -0.167], [0.067, 0.529, 0.245], [0.367, 0.066, 0.252], [-0.125, 0.225, 0.054], [0.100, -0.593, -0.379], [0.350, -0.493, -0.705], [0.620, -0.282, 0.268], [0.325, 0.663, -0.693], [-0.892, 1.371, -2.141], [-0.843, -2.276, 0.638], [-0.243, 1.026, 0.061], [0.232, -0.069, -0.508], [0.081, 0.246, 0.245], [-0.166, -0.722, -0.536], [0.777, 0.690, 0.440], [0.486, -0.116, 0.022], [0.068, 0.180, -0.266], [-0.598, -1.028, 1.295], [0.209, 0.401, 0.401], [-0.161, 0.882, 0.497], [-0.129, -0.111, -0.110], [0.064, -0.184, -0.151], [-0.839, 0.078, 0.544], [0.343, 0.786, -0.892], [-0.464, 0.261, 0.401], [0.235, 0.210, 0.400], [-0.268, -0.230, 0.577], [-0.122, -0.248, -0.138], [0.480, -0.655, -0.134], [0.239, 0.175, -0.244], [0.285, 0.059, 0.590], [-0.093, -0.126, 0.086], [-0.321, 0.718, 0.559], [-0.117, -0.128, 0.468], [0.121, -0.232, 0.024], [-0.118, 0.107, -0.239], [-0.022, -0.074, 0.275], [0.191, 0.050, -0.123], [-0.586, 0.030, -0.004], [0.417, 0.281, -0.708], [0.113, -0.151, -0.135], [0.030, 0.322, 0.030], [0.032, 0.106, -0.211], [0.339, 0.144, -0.425], [-0.231, -0.055, -0.058], [-0.054, -0.115, 0.403], [-0.246, 0.117, 0.144], [-0.144, -0.372, 0.284], [0.322, -0.009, 0.666], [-0.116, -0.465, 0.212], [-0.541, -0.249, -0.181], [0.366, -0.058, -0.046], [-0.224, 0.069, -0.302], [0.289, 0.145, -0.966]],
  "lowdin_spin": [1.82, 0.02, 0.01, 0.00, 0.00, 0.00, 0.00, 0.00, 0.00, 0.00, 0.00, 0.00, 0.00, 0.00, 0.00, 0.00, 0.00, 0.00, 0.00, 0.00, 0.00, 0.01, 0.05, 0.00, 0.02, 0.01, 0.03, 0.00, 0.00, 0.00, 0.00, 0.00, 0.00, 0.00, 0.00, 0.00, 0.00, 0.00, 0.00, 0.00, 0.00, 0.00, 0.00, 0.00, 0.00, 0.00, 0.00, 0.00, 0.01, 0.09, -0.10, 0.00, -0.01, 0.00, -0.01, 0.00, -0.01, 0.01, 0.01, 0.00, 0.00, 0.01, 0.00, 0.00, 0.01, 0.00, 0.00, 0.00, 0.00, 0.00, 0.00, 0.00, 0.00, 0.00, 0.00, 0.00, 0.00, 0.00, 0.00, 0.00, 0.00, 0.00, 0.00, 0.00, 0.00, 0.00, 0.00, 0.00, 0.00, 0.00, 0.00, 0.00, 0.00, 0.00, 0.00, 0.00],
  "homo_ev": [-8.24, -8.25],
  "energy_ha": -5389.4606,
  "e_above_lowest_ev": 0.000,
  "homo_lumo_gap_ha": [0.233, 0.222],
  "spin_multiplicity": 3,
  "total_charge": 0
}